Below is 13 unconnected molecules or ions with the total composition C46H92Cl4O27 in a non-equilibrium geometry, with properties calculated with wB97M-V/def2-TZVPD.

## Properties
2S+1: 1
LUMO energy (eV): 0.4
Kohn-Sham gap (eV): 10.32

Last columns: bonded neighbours and bond lengths (Å).
Geometry (Å):
1 O -4.284 -3.907 -2.417  C19 1.300, C42 1.437
2 H -5.346 1.907 -0.250  C12 1.087
3 Cl -4.455 -2.695 1.795  C156 1.770
4 H -0.799 2.762 1.014  C84 1.096
5 H 1.414 5.972 -1.704  C120 1.088
6 H 3.868 3.534 2.564  C85 1.092
7 H -0.842 -4.344 -3.038  C79 1.084
8 C 4.765 3.715 -0.616  H32 1.090, H38 1.087, O49 1.432, C157 1.511
9 H -5.855 -3.996 3.127  C156 1.085
10 H 3.077 2.534 -6.162  C77 1.087
11 H -3.422 1.717 2.103  C53 1.087
12 C -4.517 2.280 0.347  H2 1.087, O28 1.444, C53 1.517, H143 1.092
13 O -1.127 0.482 0.712  C21 1.199
14 H 1.767 -3.541 3.562  C147 1.083
15 C 1.425 1.598 3.950  C73 1.520, H81 1.090, H103 1.091, H169 1.088
16 H 5.501 4.973 0.975  C157 1.089
17 H 2.474 4.424 4.561  C132 1.088
18 C -5.851 -0.686 -5.991  H54 1.096, H118 1.088, C140 1.505, H160 1.088
19 C -3.916 -4.692 -1.448  O1 1.300, O25 1.306, O97 1.187
20 H 4.014 -0.962 5.547  C166 1.086
21 C -0.596 -0.590 0.778  O13 1.199, C101 1.504, O105 1.323
22 H 3.151 -0.953 0.005  C149 1.092
23 O -4.674 1.383 -2.611  C154 1.190
24 O 1.744 -1.253 3.325  C61 1.199
25 O -2.614 -4.617 -1.370  C19 1.306, C56 1.444
26 H -2.098 -1.809 1.637  C101 1.086
27 O 4.439 0.959 5.034  C121 1.313, C166 1.420
28 O -4.551 3.718 0.464  C12 1.444, C114 1.330
29 H -5.155 2.043 2.393  C53 1.091
30 H -2.582 -4.994 5.318  C67 1.089
31 H 1.431 2.053 -6.396  C77 1.090
32 H 4.611 4.554 -1.295  C8 1.090
33 O 5.266 0.815 -2.471  C94 1.424, C95 1.331
34 H -1.070 -7.207 0.206  C110 1.090
35 H 1.155 2.675 -1.937  C75 1.093
36 H 2.204 -3.684 1.672  C86 1.093
37 H -1.144 -0.048 -5.960  C93 1.081
38 H 3.804 3.452 -0.183  C8 1.087
39 C 1.593 0.380 0.716  H48 1.086, O105 1.460, H126 1.090, C149 1.511
40 H -3.751 -4.317 4.156  C67 1.089
41 H -2.382 -1.124 -5.261  C93 1.091
42 C -5.691 -3.641 -2.545  O1 1.437, H52 1.087, H78 1.090, H134 1.082
43 H 4.699 0.395 -4.406  C94 1.088
44 H 1.649 -5.931 2.985  C68 1.096
45 O 1.850 3.590 1.054  C117 1.189
46 H 0.630 -4.451 4.570  C147 1.086
47 O 0.600 4.953 -0.182  C117 1.333, C120 1.437
48 H 1.447 1.062 -0.117  C39 1.086
49 O 5.325 2.623 -1.355  C8 1.432, C95 1.321
50 H -0.696 1.309 -1.749  C151 1.091
51 H 2.510 1.008 -5.407  C77 1.085
52 H -6.057 -3.299 -1.581  C42 1.087
53 C -4.428 1.609 1.705  H11 1.087, C12 1.517, H29 1.091, H106 1.090
54 H -6.226 -0.143 -6.865  C18 1.096
55 H -2.671 -1.026 -2.391  C69 1.090
56 C -1.924 -5.282 -0.290  O25 1.444, H58 1.096, C110 1.511, H124 1.090
57 H -1.735 0.194 -4.314  C93 1.090
58 H -2.562 -5.209 0.599  C56 1.096
59 H -0.329 3.578 2.522  C84 1.086
60 H 2.962 5.874 0.962  C141 1.093
61 C 0.818 -1.340 4.082  O24 1.199, O125 1.334, O167 1.312
62 H 5.094 -1.007 -3.361  C94 1.089
63 H 3.434 6.884 -0.374  C141 1.092
64 C 0.463 -2.636 -2.705  C79 1.516, O82 1.441, H90 1.092, H99 1.085
65 H 3.052 -5.116 1.135  C86 1.088
66 O 3.327 1.752 -1.900  C95 1.177
67 C -2.913 -5.001 4.280  H30 1.089, H40 1.089, H128 1.091, O152 1.426
68 C 1.158 -5.543 2.086  H44 1.096, C86 1.504, H109 1.096, O162 1.434
69 C -3.524 -0.573 -1.886  H55 1.090, H112 1.089, H119 1.091, C154 1.501
70 H 3.565 -0.214 -3.161  C94 1.090
71 O 0.620 -1.676 -5.185  C104 1.204
72 H 3.749 -0.594 3.831  C166 1.087
73 C 0.061 0.930 3.890  C15 1.520, H96 1.091, H98 1.087, O167 1.444
74 H -0.650 -2.725 1.155  C101 1.087
75 C 0.390 2.943 -2.670  H35 1.093, O88 1.423, H142 1.086, C151 1.511
76 H 7.681 0.653 1.651  C159 1.081
77 C 2.248 2.025 -5.676  H10 1.087, H31 1.090, H51 1.085, C123 1.500
78 H -6.201 -4.556 -2.845  C42 1.090
79 C 0.182 -4.036 -3.213  H7 1.084, C64 1.516, H89 1.093, H161 1.094
80 H 2.364 4.602 -1.176  C120 1.089
81 H 1.455 2.516 3.364  C15 1.090
82 O -0.541 -1.779 -3.282  C64 1.441, C104 1.318
83 H -6.109 1.035 -4.645  C140 1.094
84 C -0.512 3.721 1.460  H4 1.096, H59 1.086, C117 1.503, H168 1.083
85 C 4.269 4.021 3.455  H6 1.092, H100 1.086, O122 1.446, C132 1.519
86 C 2.061 -4.681 1.247  H36 1.093, H65 1.088, C68 1.504, H116 1.093
87 O 5.138 1.519 2.993  C121 1.188
88 O 0.754 2.360 -3.916  C75 1.423, C123 1.320
89 H 0.921 -4.727 -2.800  C79 1.093
90 H 0.227 -2.609 -1.639  C64 1.092
91 H -4.590 0.966 -5.380  C140 1.101
92 C -1.003 -5.462 3.018  O152 1.327, O158 1.182, O162 1.327
93 C -1.472 -0.554 -5.063  H37 1.081, H41 1.091, H57 1.090, C104 1.502
94 C 4.611 -0.032 -3.409  O33 1.424, H43 1.088, H62 1.089, H70 1.090
95 C 4.504 1.764 -1.932  O33 1.331, O49 1.321, O66 1.177
96 H -0.297 0.839 2.863  C73 1.091
97 O -4.634 -5.283 -0.710  C19 1.187
98 H -0.654 1.491 4.488  C73 1.087
99 H 1.461 -2.238 -2.854  C64 1.085
100 H 5.245 4.464 3.282  C85 1.086
101 C -1.314 -1.905 0.893  C21 1.504, H26 1.086, H74 1.087, H137 1.094
102 O -4.775 -0.435 -3.883  C140 1.434, C154 1.334
103 H 1.761 1.837 4.960  C15 1.091
104 C -0.352 -1.403 -4.531  O71 1.204, O82 1.318, C93 1.502
105 O 0.708 -0.779 0.656  C21 1.323, C39 1.460
106 H -4.705 0.566 1.550  C53 1.090
107 H 3.549 5.803 4.509  C132 1.092
108 Cl 6.402 -1.272 1.454  C159 1.746
109 H 0.856 -6.463 1.571  C68 1.096
110 C -1.604 -6.723 -0.612  H34 1.090, C56 1.511, H135 1.093, H146 1.091
111 O 2.617 3.574 -3.955  C123 1.174
112 H -3.161 0.102 -1.112  C69 1.089
113 H 2.630 5.366 3.070  C132 1.090
114 C -5.533 4.419 -0.094  O28 1.330, O131 1.197, C139 1.515
115 Cl 7.997 0.164 -0.578  C159 1.787
116 H 1.607 -4.543 0.262  C86 1.093
117 C 0.788 4.051 0.781  O45 1.189, O47 1.333, C84 1.503
118 H -5.016 -1.284 -6.353  C18 1.088
119 H -4.113 -1.344 -1.387  C69 1.091
120 C 1.786 5.454 -0.822  H5 1.088, O47 1.437, H80 1.089, C141 1.506
121 C 4.718 1.802 4.068  O27 1.313, O87 1.188, O122 1.315
122 O 4.480 3.027 4.484  C85 1.446, C121 1.315
123 C 1.892 2.783 -4.432  C77 1.500, O88 1.320, O111 1.174
124 H -1.021 -4.689 -0.152  C56 1.090
125 O 0.445 -2.450 4.720  C61 1.334, C147 1.412
126 H 1.380 0.786 1.705  C39 1.090
127 H -5.091 6.414 -0.783  C139 1.086
128 H -3.331 -5.977 4.026  C67 1.091
129 H 6.777 4.057 0.066  C157 1.089
130 H -4.602 6.040 0.891  C139 1.091
131 O -6.528 3.945 -0.563  C114 1.197
132 C 3.172 4.962 3.924  H17 1.088, C85 1.519, H107 1.092, H113 1.090
133 H -6.298 6.304 0.550  C139 1.084
134 H -5.757 -2.921 -3.350  C42 1.082
135 H -2.524 -7.299 -0.736  C110 1.093
136 Cl -7.240 -3.344 1.290  C156 1.768
137 H -1.767 -2.228 -0.050  C101 1.094
138 H 2.004 -3.647 5.327  C147 1.088
139 C -5.378 5.909 0.135  C114 1.515, H127 1.086, H130 1.091, H133 1.084
140 C -5.362 0.301 -4.964  C18 1.505, H83 1.094, H91 1.101, O102 1.434
141 C 2.577 6.374 0.070  H60 1.093, H63 1.092, C120 1.506, H150 1.096
142 H 0.371 4.028 -2.728  C75 1.086
143 H -3.617 2.075 -0.238  C12 1.092
144 H 5.366 -0.850 4.439  C166 1.093
145 H -5.512 -4.859 1.637  C156 1.085
146 H -1.036 -6.791 -1.540  C110 1.091
147 C 1.273 -3.577 4.525  H14 1.083, H46 1.086, O125 1.412, H138 1.088
148 H 3.283 -0.578 1.719  C149 1.087
149 C 2.999 -0.170 0.751  H22 1.092, C39 1.511, H148 1.087, H165 1.093
150 H 1.963 7.201 0.446  C141 1.096
151 C -0.876 2.313 -2.137  H50 1.091, C75 1.511, H153 1.091, H155 1.094
152 O -1.882 -4.547 3.406  C67 1.426, C92 1.327
153 H -1.296 2.885 -1.309  C151 1.091
154 C -4.366 0.251 -2.815  O23 1.190, C69 1.501, O102 1.334
155 H -1.664 2.248 -2.892  C151 1.094
156 C -5.740 -3.885 2.054  Cl3 1.770, H9 1.085, Cl136 1.768, H145 1.085
157 C 5.765 4.046 0.468  C8 1.511, H16 1.089, H129 1.089, H164 1.094
158 O -1.072 -6.630 3.191  C92 1.182
159 C 7.002 0.271 0.902  H76 1.081, Cl108 1.746, Cl115 1.787, H163 1.080
160 H -6.706 -1.269 -5.655  C18 1.088
161 H 0.338 -4.016 -4.296  C79 1.094
162 O -0.054 -4.823 2.345  C68 1.434, C92 1.327
163 H 6.185 0.953 0.718  C159 1.080
164 H 5.745 3.266 1.236  C157 1.094
165 H 3.707 0.637 0.544  C149 1.093
166 C 4.394 -0.417 4.688  H20 1.086, O27 1.420, H72 1.087, H144 1.093
167 O 0.059 -0.366 4.527  C61 1.312, C73 1.444
168 H -1.247 4.509 1.350  C84 1.083
169 H 2.167 0.929 3.520  C15 1.088